(1)
Molecular formula: C3H9O
Method: DFT, the ωB97M-V functional and the def2-TZVPD basis

CARTESIAN COORDINATES (ANGSTROEM)
H -2.6218 -0.7493 2.4212
C 1.2505 0.4529 -0.7863
H 1.6595 1.7335 -2.4855
H 2.1845 -0.2369 -0.8700
H -1.9323 -2.3095 2.1860
H -0.9864 -0.8853 1.4791
O 0.2242 -0.0247 -0.0980
H -0.1072 1.6426 -1.8867
H 1.6122 1.3051 -0.2696
H 0.6089 0.3531 -2.9906
C -1.6615 -1.2579 2.3181
C 0.8111 1.0283 -2.1602
H -1.0418 -1.0519 3.1424

The HOMO-LUMO gap comes out at 6.6 eV. As for the multiplicity: 1. Its total charge is -1. The LUMO energy comes out at 4.5 eV.

Atomic partial charges in e from the Mulliken method, atoms 1 to 2: 0.211, -0.461

(2)
Molecular formula: C11H19Br8Cl9
Method: DFT, the ωB97M-V functional and the def2-TZVPD basis

CARTESIAN COORDINATES (ANGSTROEM)
H -4.1619 0.6935 1.5306
H 2.4252 -1.4538 2.6882
Cl -1.8581 1.1226 -0.2081
H 2.3808 -3.7210 -5.0683
Br -1.4094 6.8486 1.1959
Br 3.8618 -3.4564 2.1605
H -5.8174 -0.3984 0.0027
Cl 0.3086 0.0819 -1.8587
C 2.1896 -3.0394 -4.2395
C 3.2792 2.9778 -2.0963
C -4.8751 -0.0436 1.8995
Cl -0.1535 -0.7167 1.0733
Cl 1.6085 3.2336 -1.4413
Br 3.1734 -3.7825 -2.6778
H 0.1385 -3.7617 -3.5733
Br -7.0269 1.7032 0.7910
Cl -0.9183 -4.2169 2.7119
H 3.9838 -1.1659 3.1774
Br -0.0486 2.5594 2.6976
H 3.9950 2.8371 -1.2864
H -5.1505 0.2814 2.9028
H -1.8201 4.8242 2.7902
C -1.2069 -4.1258 0.9556
Cl 0.3009 -3.8554 0.0446
C 0.7168 -2.9227 -3.9605
C 3.4428 -1.5354 2.3062
H 2.7141 -2.1397 -4.5612
H -1.7962 -3.2160 0.8415
H 0.5408 4.2745 0.8585
C 3.7075 -0.7270 0.9743
H -6.7125 -0.8745 1.4232
Br -0.1024 -2.3511 -5.6776
H 0.5831 -2.1027 -3.2550
H 3.2897 -1.0900 0.0353
Cl 4.0317 4.3825 -3.0366
C -6.0951 -0.0785 1.0070
H 0.7666 4.9405 2.3816
H 4.7939 -0.6472 0.9336
C -1.3315 4.9045 1.8192
Cl -2.0013 -5.5464 0.2974
H -2.0729 4.4546 1.1587
Br 2.9346 1.0365 1.2244
H 0.4383 1.3766 0.2086
C -0.1725 0.5468 -0.1469
C 0.0389 4.3519 1.8230
Cl 3.2449 1.4137 -3.0229
Br -4.1582 -1.8768 2.1958

The HOMO-LUMO gap (spin up / spin down) comes out at 2.3 / 8.2 eV. As for the multiplicity: 2. Its total charge is -1. The LUMO energy (spin up / spin down) comes out at 1.7 / 1.7 eV.

Atomic partial charges in e from the Mulliken method, atoms 1 to 2: 0.236, 0.265

| no. | E_tot (Eh) |
| --- | --- |
| 1 | -194.89347 |
| 2 | -25164.34256 |